Entry 1:
Below is a structure of composition C36H30AsCl5F5NaPS, with properties calculated with ωB97M-V/def2-TZVPD.

Element x y z (Å)
Na1 3.74778 0.28445 -0.38861
Cl1 6.21778 1.52355 -0.74841
C1 5.19628 2.90375 -0.62671
C2 3.82298 2.67995 -0.66401
C3 3.09208 3.85515 -0.53951
Cl2 1.36848 3.72395 -0.53641
C4 3.62948 5.13085 -0.41221
Cl3 2.62548 6.53475 -0.28101
C5 5.01018 5.27665 -0.39161
Cl4 5.72908 6.84075 -0.24031
C6 5.80698 4.14425 -0.49671
Cl5 7.53068 4.31105 -0.46841
C7 -1.01422 1.26995 0.12699
C8 -2.19252 0.60505 -0.57141
As1 -3.89942 0.92295 0.38689
C9 -3.54512 -0.30125 1.88299
C10 -3.24622 -1.64145 1.67609
C11 -2.98182 -2.47915 2.74279
C12 -3.01892 -1.98715 4.03679
C13 -3.31842 -0.65405 4.25799
C14 -3.57962 0.18185 3.18599
C15 -5.04832 -0.33865 -0.59751
C16 -4.72942 -0.88785 -1.83191
C17 -5.59912 -1.75865 -2.46721
C18 -6.80852 -2.08705 -1.88111
C19 -7.14572 -1.53905 -0.65421
C20 -6.27382 -0.67115 -0.02411
P1 0.67638 0.77475 -0.52211
C21 0.36128 -1.01605 -0.26351
C22 -0.04672 -1.95505 -1.19971
C23 -0.29682 -3.26065 -0.81011
C24 -0.16962 -3.63515 0.51599
C25 0.23448 -2.70315 1.45749
C26 0.51318 -1.40995 1.06339
C27 0.43638 1.00405 -2.31481
C28 -0.31622 2.05585 -2.83351
C29 -0.37862 2.27395 -4.19851
C30 0.31488 1.44955 -5.06761
C31 1.09288 0.42295 -4.56081
C32 1.16638 0.21095 -3.19681
H1 -1.00072 0.98575 1.18769
H2 -1.09172 2.35975 0.07999
H3 -2.03702 -0.47505 -0.63361
H4 -2.29382 0.98795 -1.58921
H5 -3.22122 -2.03935 0.66859
H6 -2.74382 -3.51805 2.56529
H7 -2.81442 -2.64145 4.87259
H8 -3.34832 -0.26555 5.26659
H9 -3.81382 1.22855 3.35349
H10 -3.79122 -0.63885 -2.31021
H11 -5.33032 -2.18325 -3.42461
H12 -7.48792 -2.76435 -2.37901
H13 -8.09122 -1.78945 -0.19251
H14 -6.53802 -0.24095 0.93749
H15 -0.15712 -1.67845 -2.23901
H16 -0.59282 -3.99115 -1.55041
H17 -0.36222 -4.65755 0.81209
H18 0.34428 -2.98965 2.49379
H19 0.86168 -0.68185 1.78609
H20 -0.83902 2.72985 -2.17031
H21 -0.96242 3.09665 -4.59051
H22 0.25988 1.61365 -6.13491
H23 1.65628 -0.21305 -5.22841
H24 1.80188 -0.57245 -2.82081
C33 4.14958 -0.11515 3.56789
S1 3.25938 0.92375 2.38359
C34 2.27248 1.91305 3.53569
H25 3.43838 -0.68375 4.16159
H26 4.77388 0.51065 4.20099
H27 4.76588 -0.78865 2.98259
H28 2.93228 2.49835 4.17109
H29 1.64338 1.25815 4.13449
H30 1.65798 2.57145 2.93089
F1 3.14818 -1.38485 -1.22181
C35 4.40548 -2.03845 -0.97751
F2 4.83298 -1.33805 0.18949
C36 3.95148 -3.39375 -0.46161
F3 4.98288 -4.24845 -0.29711
F4 3.11728 -3.98675 -1.33791
F5 3.29748 -3.41455 0.73319

**Electronic energy**: -7327.7676 Eh
**Relative energy (zero: lowest compared OMol25 entry of this formula, charge and spin)**: 7.3 kcal per mole
**LUMO energy**: 2.07 eV
**HOMO level**: -0.18016 Ha
**Total charge**: -1

Results of the Mulliken charge analysis, in e, for atoms 1 through 6:
1. Na 0.619
2. Cl -0.263
3. C 1.587
4. C -1.623
5. C 1.122
6. Cl -0.217

---

Entry 2:
Below is the molecule C4H12N2O, with properties calculated with ωB97M-V/def2-TZVPD.

Element x y z (Å)
C1 0.36301 2.03704 0.83812
C2 0.56136 0.53137 1.00284
O1 1.89223 0.14904 0.65235
C3 -0.49192 -0.26981 0.19618
N1 -0.81615 -1.47837 0.96545
C4 0.00542 -0.59043 -1.20393
N2 -1.10111 -1.11092 -2.02408
H1 0.20869 2.33135 -0.19918
H2 1.17064 2.56653 1.31354
H3 -0.58098 2.27934 1.33601
H4 0.27935 0.29811 2.03329
H5 2.23743 -0.22394 1.47073
H6 -1.35958 0.38594 0.11258
H7 0.04969 -1.96636 1.18594
H8 -1.26148 -2.09161 0.27990
H9 0.54111 0.25791 -1.65125
H10 0.74988 -1.38205 -1.11653
H11 -1.72949 -0.34906 -2.26597
H12 -0.71811 -1.37407 -2.92599

**Electronic energy**: -344.3414 Eh
**Relative energy (zero: lowest compared OMol25 entry of this formula, charge and spin)**: 27.4 kcal per mole
**LUMO energy**: 0.86 eV
**SMILES**: C[C@H](O)[C@H](N)CN
**HOMO level**: -0.34171 Ha

Results of the Mulliken charge analysis, in e, for atoms 1 through 6:
1. C -1.335
2. C -0.140
3. O -0.547
4. C 0.357
5. N -0.822
6. C -0.718

---

Entry 3:
Below is a cluster of 2 separate species, C2H6N2O3 in total, with properties calculated with ωB97M-V/def2-TZVPD.

Element x y z (Å)
N1 0.93292 -1.68936 -0.68482
C1 0.54433 -1.54803 0.62227
O1 -0.53970 -1.80246 1.05007
O2 1.54934 -1.05273 1.41328
H1 1.71404 -1.15063 -1.01406
H2 0.17140 -1.78277 -1.32613
H3 2.32668 -1.60358 1.30478
N2 -1.73241 1.71965 -0.55560
C2 -0.51993 1.76908 0.06793
O3 0.53607 1.82781 -0.50559
H4 -2.53979 1.40627 -0.05357
H5 -1.85894 2.08882 -1.48359
H6 -0.58402 1.81793 1.16502

**Electronic energy**: -415.0741 Eh
**Relative energy (zero: lowest compared OMol25 entry of this formula, charge and spin)**: 13.5 kcal per mole
**LUMO energy**: 0.74 eV
**SMILES**: NC(=O)O.NC=O
**HOMO level**: -0.37366 Ha

Results of the Mulliken charge analysis, in e, for atoms 1 through 6:
1. N -0.430
2. C 0.633
3. O -0.531
4. O -0.474
5. H 0.244
6. H 0.242

---

Entry 4:
Below is a structure of composition F2H8NNaO8S2, with properties calculated with ωB97M-V/def2-TZVPD.

Element x y z (Å)
Na1 -3.58385 6.13346 -12.11638
N1 -6.32445 9.35169 -10.27245
S1 -4.93077 9.49331 -10.90494
O1 -4.19772 8.23744 -10.98796
O2 -4.27144 10.77089 -10.77713
F1 -5.44481 9.66059 -12.42951
S2 -5.85948 9.22116 -8.63602
O3 -5.20438 10.38016 -8.14258
O4 -5.46688 7.92010 -8.18702
F2 -7.35569 9.29569 -8.09759
O5 -4.41809 5.25299 -10.02387
H1 -4.07737 5.57641 -9.17964
H2 -5.00367 4.52506 -9.79135
O6 -1.51897 7.74860 -12.37243
H3 -1.82756 8.66300 -12.29214
H4 -0.76150 7.79521 -12.96624
O7 -5.27007 6.58569 -13.84402
H5 -5.89824 6.31602 -14.52147
H6 -4.89828 7.41546 -14.17265
O8 -1.67656 4.72271 -13.22322
H7 -1.28255 3.88081 -12.96720
H8 -0.93169 5.32908 -13.29647

**Electronic energy**: -1819.9305 Eh
**Relative energy (zero: lowest compared OMol25 entry of this formula, charge and spin)**: 0.0 kcal per mole
**LUMO energy**: -0.76 eV
**HOMO level**: -0.33918 Ha

Results of the Mulliken charge analysis, in e, for atoms 1 through 6:
1. Na 0.827
2. N -0.334
3. S 1.009
4. O -0.487
5. O -0.552
6. F -0.337

---

Entry 5:
Below is a structure of composition C24H43F5OP2SnTe, with properties calculated with ωB97M-V/def2-TZVPD.

Element x y z (Å)
Sn1 -0.21327 -0.03777 -0.02264
C1 0.73475 -0.21787 2.26183
C2 1.77483 0.37362 1.44210
C3 -0.08781 1.85827 1.38395
C4 -0.47819 0.71410 2.17597
C5 1.30020 1.65152 0.91415
C6 0.80877 -1.44714 3.04673
H1 1.48640 -2.16769 2.60198
H2 -0.16050 -1.92216 3.18876
H3 1.16033 -1.15906 4.03535
C7 -1.78048 0.52595 2.84109
H4 -1.89871 -0.48202 3.20244
H5 -2.58732 0.75769 2.15645
H6 -1.80438 1.19135 3.69195
C8 -0.91603 3.07011 1.13995
H7 -0.80770 3.68681 2.03526
H8 -1.96066 2.79264 1.00347
H9 -0.56244 3.62950 0.27410
C9 2.10776 2.64346 0.12868
H10 2.61158 3.29342 0.85732
H11 1.47916 3.26829 -0.51602
H12 2.87246 2.15630 -0.47805
C10 3.15381 -0.16799 1.29762
H13 3.73823 0.35732 2.06189
H14 3.58571 0.04101 0.32015
H15 3.18450 -1.23793 1.49982
C11 -0.97158 -1.90599 -0.84542
C12 0.21736 -2.29142 -0.08190
C13 1.50002 -2.62693 -0.69004
C14 1.92447 -1.67746 -1.84304
C15 1.54205 -0.28038 -1.67004
C16 0.29905 0.29049 -2.21846
C17 -0.67220 -0.52180 -2.96313
C18 -1.03893 -1.87552 -2.28511
H16 1.43318 -3.67648 -1.05192
H17 1.53045 -2.05008 -2.79743
H18 2.29408 -2.63521 0.09119
H19 -0.41652 -2.68252 -2.71333
H20 -1.90004 -1.90456 -0.25214
H21 0.05923 -2.60704 0.93740
H22 -2.08788 -2.11966 -2.57386
H23 -1.59856 0.07626 -3.10003
H24 0.27136 1.38750 -2.32679
H25 -0.26537 -0.69474 -3.97911
H26 3.03131 -1.70053 -1.93037
H27 2.30135 0.45398 -1.37576
P1 -1.21306 -0.74692 -7.27215
P2 -0.86889 2.01432 -8.83596
C19 -1.23110 -0.79650 -9.14766
C20 -1.57541 0.55614 -9.78420
H28 -1.97864 -1.54856 -9.43636
H29 -0.24531 -1.14856 -9.49377
H30 -1.16936 0.61025 -10.80226
H31 -2.66994 0.68658 -9.84647
C21 -1.68236 3.38609 -9.74221
H32 -1.22631 4.33966 -9.43141
H33 -2.75182 3.42744 -9.47800
H34 -1.58619 3.28236 -10.83192
C22 0.79336 2.06580 -9.64749
H35 0.71378 2.07432 -10.74411
H36 1.39183 1.19853 -9.33259
H37 1.31922 2.97695 -9.31884
C23 -2.66276 -1.84196 -6.95720
H38 -2.72530 -2.05598 -5.87808
H39 -2.58476 -2.79072 -7.50970
H40 -3.59008 -1.32712 -7.25594
C24 0.14480 -1.94218 -6.94713
H41 1.11528 -1.49097 -7.21292
H42 0.01442 -2.87526 -7.51347
H43 0.16688 -2.17476 -5.86821
F1 -4.11328 -1.80654 2.55921
Te1 -2.57464 -2.91861 2.37328
F2 -0.99836 -4.09097 2.25835
F3 -2.03171 -2.45161 4.18210
F4 -3.46253 -4.37115 3.18843
F5 -3.19705 -3.54608 0.65236
O1 -1.60343 -1.33855 1.38611

**Electronic energy**: -2679.0322 Eh
**LUMO energy (alpha / beta)**: -8.99 / -6.88 eV
**HOMO level (alpha / beta)**: -0.45027 / -0.47413 Ha
**Total charge**: +2

Results of the Mulliken charge analysis, in e, for atoms 1 through 6:
1. Sn 0.667
2. C 0.621
3. C 0.743
4. C 0.621
5. C 0.000
6. C 0.334

---

Entry 6:
Below is a structure of composition C2H4InO, with properties calculated with ωB97M-V/def2-TZVPD.

Element x y z (Å)
O1 -1.46527 -1.33310 2.38549
In1 -1.36294 -0.37240 0.82335
C1 0.76400 -0.29032 -0.32079
C2 0.13843 0.84000 -0.71726
H1 1.44729 -0.27236 0.53400
H2 0.67777 -1.21089 -0.90685
H3 0.27977 1.78112 -0.17809
H4 -0.47906 0.85795 -1.61985

**Electronic energy**: -343.0113 Eh
**Multiplicity**: 2
**LUMO energy (alpha / beta)**: -13.83 / -13.93 eV
**HOMO level (alpha / beta)**: -0.86844 / -0.83420 Ha
**Total charge**: +2

Results of the Mulliken charge analysis, in e, for atoms 1 through 6:
1. O -0.088
2. In 1.426
3. C -0.501
4. C -0.613
5. H 0.434
6. H 0.438

---

Entry 7:
Below is a cluster of 2 separate species, C4H11N2 in total, with properties calculated with ωB97M-V/def2-TZVPD.

Element x y z (Å)
C1 0.06916 -0.38320 2.12944
C2 -0.21235 -1.64733 1.82171
N1 -1.32558 -2.02355 1.04161
H1 -0.64123 0.39059 1.85250
H2 0.93810 -0.08111 2.68919
H3 0.40100 -2.49397 2.11087
H4 -2.18283 -1.63661 1.41864
H5 -1.45713 -3.01959 0.96415
C3 0.89281 2.09086 -2.11390
C4 -0.26066 0.22903 -1.07024
N2 0.79274 0.92423 -1.23172
H6 1.71116 1.92413 -2.80557
H7 1.10967 2.96850 -1.50831
H8 -0.06384 2.22495 -2.60451
H9 -1.15003 0.50252 -1.61573
H10 -0.22186 -0.62021 -0.39936
H11 1.60086 0.65078 -0.67877

**Electronic energy**: -268.2241 Eh
**Relative energy (zero: lowest compared OMol25 entry of this formula, charge and spin)**: 50.7 kcal per mole
**LUMO energy**: -4.73 eV
**HOMO level**: -0.45823 Ha
**Total charge**: +1

Results of the Mulliken charge analysis, in e, for atoms 1 through 6:
1. C -0.926
2. C 0.041
3. N -0.504
4. H 0.326
5. H 0.292
6. H 0.298

---

Entry 8:
Below is a cluster of 2 separate species, C3H8N4 in total, with properties calculated with ωB97M-V/def2-TZVPD.

Element x y z (Å)
C1 0.80171 2.38681 -0.04312
C2 -2.05587 -0.89884 0.27826
C3 -0.52974 -0.82835 0.21341
N1 3.33804 -1.91023 -0.52132
N2 2.80919 -1.12681 0.03617
N3 0.57615 1.10726 -0.24831
N4 -0.12387 0.51833 0.57477
H1 1.44637 2.76984 -0.75979
H2 0.26954 2.85331 0.74377
H3 -2.29504 -0.05228 -0.22381
H4 -2.52274 -1.79753 -0.28550
H5 -2.45992 -0.75364 1.28949
H6 -0.18753 -1.58689 0.87649
H7 -0.05128 -1.25487 -0.77399
H8 0.98500 0.57389 -1.15654

**Electronic energy**: -338.0347 Eh
**Relative energy (zero: lowest compared OMol25 entry of this formula, charge and spin)**: 74.7 kcal per mole
**LUMO energy**: 1.08 eV
**HOMO level**: -0.26749 Ha

Results of the Mulliken charge analysis, in e, for atoms 1 through 6:
1. C -0.589
2. C -1.145
3. C -0.199
4. N -0.129
5. N 0.136
6. N 0.326